Density functional theory data (ωB97M-V with the def2-TZVPD basis set) for C33H35BFeN2O4Te as an isolated structure.

```
77
Properties=species:S:1:pos:R:3:forces:R:3
Fe 1.4864 0.1735 -0.1760 0.041 -0.460 0.014
C 6.0316 1.8948 4.2198 -0.006 -0.042 -0.009
O 4.9169 1.4260 4.9531 -0.045 0.020 0.044
C 3.7559 1.2425 4.2709 -0.006 -0.020 -0.019
C 2.6765 0.7667 5.0464 0.047 0.047 -0.166
C 1.4755 0.5540 4.4288 0.093 0.009 0.122
C 1.2943 0.7656 3.0501 -0.377 -0.119 0.027
C 0.0102 0.5166 2.4211 0.117 -0.017 -0.082
C -1.2738 0.5310 3.2053 0.053 -0.030 0.038
O -0.0965 0.3200 1.2020 -0.178 0.134 -0.032
C 2.3823 1.2367 2.2731 0.253 0.144 -0.128
O 2.2980 1.4872 1.0015 -0.022 -0.121 0.122
C 3.6146 1.4854 2.9228 -0.063 -0.029 0.182
H 6.8463 1.9870 4.9337 -0.003 -0.004 -0.010
H 5.8269 2.8689 3.7696 0.012 0.009 -0.006
H 6.3078 1.1859 3.4355 0.025 0.026 -0.008
H 2.8244 0.5773 6.0987 0.018 -0.006 0.046
H 0.6519 0.1704 5.0154 -0.019 -0.007 -0.001
H -1.1476 0.7504 4.2614 -0.008 0.001 -0.030
H -1.7729 -0.4300 3.0831 0.023 -0.002 0.006
H -1.9092 1.2942 2.7547 -0.019 0.005 -0.012
H 4.4206 1.8388 2.3001 0.035 0.016 -0.014
C -5.4563 -7.9915 1.0163 0.006 -0.001 0.008
C -4.3435 -6.9862 0.8805 -0.010 -0.081 0.052
C -3.1952 -7.0745 1.6565 -0.061 -0.015 0.005
C -2.1585 -6.1579 1.5374 -0.047 -0.047 0.025
C -0.9575 -6.3286 2.4292 -0.017 -0.014 -0.056
C -2.2713 -5.1019 0.6143 0.112 -0.049 0.058
Te -0.6460 -3.7220 0.3835 -0.093 0.126 -0.056
N 1.4513 -1.8270 0.0473 0.714 0.190 -0.264
C 2.6733 -1.8259 -0.3947 -0.324 0.300 0.259
O 3.2363 -0.6570 -0.6730 -0.029 -0.150 -0.062
C 3.5503 -3.0254 -0.5604 -0.153 0.059 0.026
C 3.0083 -4.2984 -0.6620 -0.036 -0.184 0.024
C 3.8355 -5.4052 -0.7889 0.013 0.025 0.002
C 5.2148 -5.2450 -0.8087 -0.021 0.052 0.002
C 5.7602 -3.9707 -0.7107 -0.011 -0.033 -0.004
C 4.9304 -2.8656 -0.5942 0.083 0.037 -0.028
C -0.8052 -3.1778 2.4269 0.016 0.052 -0.103
C -2.0970 -3.0352 2.9301 -0.051 0.052 0.024
C -2.3226 -2.8063 4.2769 -0.023 0.022 0.012
C -1.2408 -2.6813 5.1369 0.033 0.004 -0.011
C 0.0446 -2.8034 4.6350 -0.017 0.015 0.028
C 0.2924 -3.0692 3.2862 0.110 0.068 -0.001
C 1.7132 -3.2550 2.8328 -0.060 0.043 0.047
C -3.4264 -4.9963 -0.1697 -0.045 -0.009 -0.029
C -3.6649 -3.9010 -1.1823 0.056 -0.023 0.019
C -4.4376 -5.9441 -0.0226 -0.059 0.038 -0.041
H -5.2104 -8.7512 1.7578 0.001 -0.008 0.007
H -5.6495 -8.4963 0.0681 -0.001 -0.005 -0.012
H -6.3863 -7.5099 1.3241 -0.011 0.005 0.003
H -3.1008 -7.8835 2.3735 -0.005 -0.018 0.011
H -1.0189 -7.2643 2.9835 -0.012 -0.046 -0.008
H -0.8847 -5.5100 3.1464 0.009 -0.078 0.031
H -0.0340 -6.3215 1.8483 0.035 0.008 -0.012
H 1.9341 -4.4212 -0.6338 0.031 0.022 -0.009
H 3.4007 -6.3936 -0.8722 0.003 -0.008 0.001
H 5.8612 -6.1082 -0.9041 0.017 -0.014 -0.003
H 6.8348 -3.8380 -0.7301 0.009 -0.003 0.001
H 5.3337 -1.8638 -0.5319 -0.001 -0.001 0.000
H -2.9426 -3.1278 2.2598 0.002 -0.002 -0.005
H -3.3369 -2.7179 4.6465 0.001 0.003 0.008
H -1.3964 -2.4965 6.1922 0.000 0.003 0.029
H 0.8933 -2.7169 5.3037 0.012 0.004 0.027
H 2.3576 -3.4852 3.6816 0.002 -0.011 0.011
H 2.0841 -2.3556 2.3393 -0.013 -0.024 0.014
H 1.7855 -4.0580 2.0973 0.014 -0.019 -0.012
H -2.8721 -3.1587 -1.1857 -0.017 0.025 -0.001
H -4.6067 -3.3908 -0.9720 -0.018 0.002 0.006
H -3.7415 -4.3179 -2.1880 0.016 -0.016 -0.021
H -5.3286 -5.8532 -0.6375 -0.016 0.004 -0.008
B -0.1388 1.6159 -4.3664 0.105 0.025 0.018
C 0.3620 1.1380 -2.9409 -0.159 -0.025 -0.049
N 0.7087 0.7836 -1.8956 -0.079 0.202 -0.189
H -1.2882 1.2462 -4.4972 0.057 -0.011 0.063
H -0.0550 2.8306 -4.3813 0.012 -0.098 0.008
H 0.5964 1.0994 -5.1876 -0.056 0.055 0.074
```
Positions in Å, forces in eV/Å.

The calculated total energy is -88318.4537 eV. Its expectation value of S² is 8.76. The spin multiplicity is 6. The frontier orbital gap (alpha / beta) comes out at 7.45 / 7.47 eV. The calculation puts the HOMO energy (alpha / beta) at -5.1 / -5.2 eV. The energy relative to the best compared isomer or geometry (same formula, charge and spin) is 0.00 kJ/mol. The LUMO energy (alpha / beta) comes out at 2.3 / 2.3 eV. Its net charge is -1.


Density functional theory data (ωB97M-V with the def2-TZVPD basis set) for a 2-piece molecular cluster, C8H12N2O2S overall at a distorted geometry.

```
25
Properties=species:S:1:pos:R:3:forces:R:3
H 0.6445 0.1700 2.7374 -0.188 0.083 -0.279
N 1.3760 0.1193 2.0283 0.197 -0.067 0.377
C 1.0253 0.3948 0.8547 0.784 -0.295 -0.053
C -0.2410 0.8247 0.2917 -0.890 0.308 -0.289
C -0.5300 0.5576 -1.0468 -0.069 0.053 0.196
C -1.7260 0.9816 -1.5953 -0.049 -0.021 -0.070
C -2.6352 1.6874 -0.8246 0.006 0.008 0.009
C -2.3506 1.9662 0.5039 -0.089 -0.009 0.047
C -1.1658 1.5332 1.0652 0.272 -0.147 -0.073
S 2.3853 0.2253 -0.3720 0.917 0.022 0.118
N 3.7654 0.0955 0.5427 -0.681 -0.013 -0.831
O 2.2045 -1.0125 -1.0734 -0.057 -0.130 0.353
O 2.4752 1.4398 -1.1263 -0.030 0.098 0.344
H 0.1813 0.0075 -1.6404 -0.050 -0.043 -0.167
H -1.9408 0.7634 -2.6313 -0.034 -0.004 -0.048
H -3.5658 2.0300 -1.2532 -0.046 0.008 -0.061
H -3.0569 2.5251 1.1000 -0.033 0.038 0.052
H -0.9383 1.7659 2.0962 0.019 0.032 0.069
H 3.9713 0.9598 1.0170 0.029 0.201 0.126
H 3.7090 -0.6792 1.1845 -0.021 -0.160 0.172
C -0.7172 -3.2714 -0.3723 0.048 0.061 -0.025
H -0.3820 -4.2762 -0.1484 0.056 -0.178 0.038
H -1.4798 -3.3071 -1.1404 -0.132 -0.007 -0.134
H -1.1304 -2.8214 0.5216 -0.094 0.086 0.183
H 0.1221 -2.6794 -0.7188 0.137 0.074 -0.057
```
Positions in Å, forces in eV/Å.

The calculated total energy is -26400.3262 eV. The frontier orbital gap comes out at 9.70 eV. The calculation puts the HOMO energy at -9.8 eV. The energy relative to the best compared isomer or geometry (same formula, charge and spin) is 141.17 kJ/mol. The LUMO energy comes out at -0.1 eV. Its net charge is 0.


Density functional theory data (ωB97M-V with the def2-TZVPD basis set) for C12H28NO3P2Ru as an isolated structure at a distorted geometry.

```
47
Properties=species:S:1:pos:R:3:forces:R:3
C -4.0577 0.3629 -1.5409 0.150 0.177 2.923
C -2.9236 0.3726 -0.7198 -1.276 -0.340 0.368
N -1.6780 0.2971 -1.2916 -1.249 -0.127 0.479
C -1.5384 0.0632 -2.6143 -0.368 -0.301 -1.424
C -2.6582 0.0056 -3.4411 0.107 0.094 0.412
C -3.9290 0.1744 -2.9057 -0.519 -0.173 -2.848
C -3.0176 0.2736 0.7387 0.002 2.624 -1.137
P -1.4975 0.6439 1.6121 -0.101 0.616 -0.450
Ru -0.0074 0.2906 -0.0597 2.908 -0.525 0.003
P 1.0781 -0.5129 -1.8864 0.259 0.694 -1.804
C -0.1523 -0.0801 -3.1887 0.106 0.063 -0.078
O -3.3068 -2.2547 0.9700 -0.918 0.914 0.612
O -1.5963 -2.9104 -0.7948 -0.908 -0.387 0.791
H -5.0181 0.4419 -1.0455 -0.072 -0.031 -0.139
H -2.4928 -0.1502 -4.5017 -0.179 -0.081 0.014
H -4.8083 0.1356 -3.5465 0.257 0.017 0.151
C -1.3043 2.3481 2.1867 -0.872 0.389 0.604
C -1.3580 -0.4576 3.0173 -0.157 0.059 0.447
H -0.1242 -0.8390 -3.9815 -0.080 0.190 0.034
H 0.1694 0.8777 -3.6257 0.113 -0.125 0.081
H -3.3389 -1.1802 0.9231 0.195 -2.215 -0.023
H -3.9483 0.5757 1.2184 -0.268 -0.175 -0.284
C 2.6335 0.2518 -2.4187 0.282 -0.108 -0.283
C 1.3209 -2.2914 -2.0989 0.223 -0.269 0.100
H -0.7017 -1.4036 -0.0154 2.044 -0.291 0.916
H -1.2422 -3.7835 -0.5752 -0.112 0.193 -0.028
H -2.3075 -2.7253 -0.0596 0.930 -0.349 -1.327
H -4.2274 -2.5520 0.8979 0.320 0.077 -0.047
H 0.3100 1.8003 -0.6414 -0.091 0.763 -0.005
H 0.2558 -1.3848 0.1699 -1.933 -1.043 -0.180
H -2.1175 2.6104 2.8687 0.075 0.288 0.142
H -0.3453 2.4402 2.7108 -0.179 -0.210 -0.151
H -1.2961 3.0367 1.3356 -0.047 -0.317 0.119
H -1.9969 -0.0906 3.8254 0.051 -0.205 0.120
H -1.6788 -1.4567 2.7082 0.095 0.145 0.112
H -0.3093 -0.4693 3.3310 -0.229 -0.027 -0.047
H 1.4993 -2.5382 -3.1542 -0.042 0.058 0.234
H 2.1929 -2.5982 -1.5073 -0.211 -0.052 -0.087
H 0.4219 -2.8002 -1.7296 0.277 0.123 -0.211
H 2.9827 -0.1668 -3.3737 -0.015 0.076 0.218
H 2.4808 1.3323 -2.5273 0.014 -0.270 0.132
H 3.3868 0.0691 -1.6418 -0.101 0.116 -0.233
C 2.4929 0.8266 1.4806 -0.149 -0.175 0.485
O 1.2479 0.1718 1.4684 1.370 -0.111 1.333
H 3.2488 0.2639 0.9095 -0.113 0.090 0.054
H 2.8178 0.8684 2.5256 0.323 0.239 -0.121
H 2.4157 1.8417 1.0652 0.087 -0.099 0.023
```
Positions in Å, forces in eV/Å.

The calculated total energy is -41681.9662 eV. Its expectation value of S² is 8.79. The spin multiplicity is 6. The frontier orbital gap (alpha / beta) comes out at 4.72 / 6.06 eV. The calculation puts the HOMO energy (alpha / beta) at -4.0 / -8.0 eV. The energy relative to the best compared isomer or geometry (same formula, charge and spin) is 0.00 kJ/mol. The LUMO energy (alpha / beta) comes out at 0.7 / -1.9 eV. Its net charge is 0.


- calculated total energy of number 1 (C33H35BFeN2O4Te)?
  -88318.4537 eV